1.
Below is 8 unconnected molecules or ions with the total composition C59H59F9O7SSi, with properties calculated with ωB97M-V/def2-TZVPD.

Cartesian coordinates (Å):
S (3.723103, -2.032354, -2.393443)
Si (3.246856, 3.189444, 1.853651)
F (3.652446, -3.347423, -4.642850)
F (2.143742, -1.758492, -4.607095)
F (1.186602, -4.347777, -4.600540)
F (0.304619, -2.015308, -2.497745)
F (0.482810, -3.833318, -1.269006)
F (-0.679174, -3.912229, -3.107348)
F (2.348217, -4.925359, -2.839249)
F (3.184019, -0.116329, 0.144451)
F (5.283056, -0.060037, -0.586564)
O (3.187887, -2.682430, -1.191243)
O (2.300957, 0.337237, -2.549277)
O (5.474972, 1.255396, -3.423025)
O (1.230879, 1.854232, -3.955167)
O (3.369940, 1.189988, -4.317600)
O (4.758675, -0.493683, -4.578431)
O (5.119925, -2.461288, -2.492853)
C (-5.739635, -6.185152, -2.378567)
C (3.784295, 2.878621, 3.657037)
C (5.861277, 3.950585, -6.441957)
C (8.079628, 4.635469, -7.075005)
C (5.625384, -0.348379, 7.197701)
C (1.698526, -3.856758, -3.404020)
C (2.729518, -2.733781, -3.815871)
C (-3.039735, -2.549974, 3.042923)
C (-12.474571, -4.646258, -0.824459)
C (-10.888262, -9.910846, -1.247176)
C (0.452219, -3.363196, -2.558002)
C (-10.771685, -9.083401, -0.137064)
C (3.085735, 5.038178, 1.397722)
C (8.142835, 5.464083, -5.960875)
C (3.990097, 0.396296, -0.866770)
C (3.748470, 10.488084, 4.394330)
C (1.511641, 2.416543, 1.618295)
C (3.910112, 11.742156, 4.971119)
C (-13.370735, -6.762399, -1.538592)
C (4.331291, 0.428185, -3.578976)
C (-2.196115, -2.687454, 1.946850)
C (3.888519, 1.956255, -0.746059)
C (-1.070616, -4.512295, 3.041404)
C (2.608100, 7.841097, 0.647356)
C (-2.903198, -3.398682, 4.134684)
C (4.102043, 12.857847, 4.165040)
C (-4.722688, -6.334007, -3.314240)
C (4.235884, 5.876865, 1.005993)
C (4.122871, 12.721664, 2.782490)
C (5.924111, 2.163032, 8.347742)
C (1.723592, 5.624574, 1.435393)
C (-5.537470, -5.396477, -1.252430)
C (-1.917595, -4.378326, 4.135111)
C (-14.572015, -6.143557, -1.863061)
C (-12.322649, -6.014251, -1.016890)
C (7.065523, 5.535716, -5.086617)
C (-13.676946, -4.027812, -1.145432)
C (1.474147, 7.016806, 1.070262)
C (5.749477, 1.045869, 9.155215)
C (-3.307175, -4.893168, -2.004569)
C (-4.322383, -4.748743, -1.066077)
C (2.147788, 1.198533, -3.639037)
C (-1.212891, -3.669601, 1.945917)
C (-9.842212, -10.002955, -2.157909)
C (3.959461, 7.278102, 0.637841)
C (5.942762, 2.026179, 6.965131)
C (3.955852, 11.468260, 2.205572)
C (3.772892, 10.351185, 3.011713)
C (-14.727111, -4.777294, -1.662149)
C (5.923393, 4.782210, -5.329944)
C (6.941380, 3.875163, -7.313217)
C (-3.506261, -5.689184, -3.125997)
C (5.790868, 0.769757, 6.389542)
C (-9.608369, -8.350339, 0.064976)
C (-8.682861, -9.263061, -1.960628)
C (5.603047, -0.210540, 8.580092)
C (-8.564837, -8.438461, -0.848365)
C (3.627988, -0.168407, -2.293735)
C (4.519354, 2.420616, 0.656911)
H (-3.804259, -1.781654, 3.045517)
H (-2.712286, -5.806642, -3.855051)
H (2.385084, 8.894053, 0.360230)
H (-9.931405, -10.651043, -3.021921)
H (1.538912, 1.320684, 1.840642)
H (5.728406, 1.154092, 10.233352)
H (0.829661, 5.025065, 1.746144)
H (-11.387531, -6.497069, -0.761887)
H (-0.300344, -5.274537, 3.042499)
H (6.895172, 3.224341, -8.178389)
H (-6.328606, -5.285806, -0.519101)
H (-1.809266, -5.038003, 4.988254)
H (6.075542, 2.898576, 6.335546)
H (-4.878748, -6.953081, -4.190215)
H (5.711935, -0.663707, -4.437816)
H (4.234818, 13.834981, 4.615105)
H (2.838998, 2.337362, -0.808053)
H (-4.165737, -4.130812, -0.188993)
H (4.269303, 13.592513, 2.153954)
H (9.032321, 6.054271, -5.773908)
H (-3.565347, -3.296032, 4.986801)
H (1.133318, 2.668037, 0.592209)
H (-13.796105, -2.961282, -0.993157)
H (-11.588474, -9.010295, 0.572219)
H (3.486111, 3.712132, 4.339539)
H (-7.869450, -9.329687, -2.674372)
H (-2.364119, -4.387884, -1.860596)
H (5.802633, 0.662242, 5.311100)
H (3.648695, 9.373313, 2.562341)
H (-15.388805, -6.727052, -2.272473)
H (4.779838, 7.965131, 0.330749)
H (-9.515558, -7.708984, 0.933949)
H (-15.666275, -4.296007, -1.909160)
H (-2.305453, -2.028465, 1.092802)
H (3.603506, 9.617115, 5.022938)
H (-0.556260, -3.777670, 1.090480)
H (5.471625, -1.082636, 9.210009)
H (5.079293, 4.842674, -4.650608)
H (-7.658784, -7.863972, -0.692918)
H (4.892327, 2.677978, 3.670380)
H (-11.654864, -4.061264, -0.422923)
H (5.512791, -1.328904, 6.749401)
H (5.169608, 2.134608, -3.731123)
H (-11.794717, -10.484466, -1.403413)
H (7.115384, 6.179676, -4.216362)
H (6.045103, 3.142239, 8.796708)
H (5.273072, 5.456843, 0.971495)
H (4.479057, 2.490457, -1.529395)
H (-6.690109, -6.684946, -2.527107)
H (5.033158, 1.579042, 1.186917)
H (8.919362, 4.581778, -7.758152)
H (3.969585, 11.362167, 1.126592)
H (0.421506, 7.389988, 1.090051)
H (3.295024, 1.907652, 3.968798)
H (4.970860, 3.361064, -6.630147)
H (5.296996, 3.209821, 0.447289)
H (0.785116, 2.897659, 2.338873)
H (3.887376, 11.849763, 6.049323)
H (-13.250591, -7.828861, -1.692304)

Atoms 1-3, force components in eV/Å:
2.8 -3.4 4.0
-0.5 0.1 0.2
-1.2 0.6 1.4

## Properties
orbital gap: 8.769 eV
charge: 0
HOMO: -9.244 eV
SMILES: C[Si](C)(CCC(F)(F)[C@@]1(S(=O)(=O)C(F)(F)C(F)(F)C(F)(F)F)OC(=O)OC1(O)O)c1ccccc1.c1ccccc1.c1ccccc1.c1ccccc1.c1ccccc1.c1ccccc1.c1ccccc1.c1ccccc1

Löwdin population analysis, charges in e, atoms 1 to 99: 0.880 0.578 0.101 0.109 0.118 0.163 0.132 0.123 0.146 0.090 0.080 -0.256 0.063 0.075 0.236 0.136 0.056 -0.247 -0.101 -0.187 -0.099 -0.093 -0.096 -0.288 -0.372 -0.100 -0.093 -0.099 -0.431 -0.116 -0.234 -0.094 -0.383 -0.092 -0.194 -0.098 -0.090 -0.477 -0.104 -0.091 -0.092 -0.102 -0.099 -0.099 -0.093 -0.074 -0.099 -0.098 -0.088 -0.095 -0.097 -0.098 -0.087 -0.097 -0.100 -0.074 -0.099 -0.089 -0.084 -0.456 -0.091 -0.091 -0.091 -0.100 -0.097 -0.093 -0.101 -0.109 -0.092 -0.090 -0.102 -0.108 -0.092 -0.098 -0.093 -0.193 -0.211 0.099 0.099 0.097 0.101 0.041 0.100 0.085 0.078 0.102 0.102 0.099 0.100 0.096 0.100 0.140 0.100 0.111 0.093 0.099 0.101 0.099 0.039


2.
Below is a molecular structure, C6H10, with properties calculated with ωB97M-V/def2-TZVPD.

Cartesian coordinates (Å):
C (0.917343, -0.694435, -0.711285)
C (-1.196515, 0.368860, -0.586126)
C (0.810533, 0.862044, 0.706946)
C (0.446607, -0.639949, 0.762752)
C (-1.089331, -0.504598, 0.692786)
C (0.293866, 0.721389, -0.751959)
H (0.553348, 1.455023, -1.520746)
H (1.887466, 1.047210, 0.762080)
H (2.008327, -0.660145, -0.799605)
H (0.510682, -1.462398, -1.381014)
H (-1.654637, -1.442895, 0.660487)
H (-1.426699, 0.059470, 1.567178)
H (0.846956, -1.312284, 1.526907)
H (-1.546315, -0.217942, -1.445186)
H (0.273323, 1.522677, 1.390399)
H (-1.856418, 1.233219, -0.468989)

Atoms 1-3, force components in eV/Å:
0.1 -0.1 -0.1
0.0 0.1 0.0
0.1 0.1 0.0

## Properties
orbital gap: 11.901 eV
charge: 0
energy above the lowest of the compared OMol25 structures with the same formula, charge and spin: 0.666 eV
HOMO: -10.722 eV

From a natural (NBO) analysis of the wavefunction, the atomic charges in e read: -0.400 -0.406 -0.399 -0.213 -0.405 -0.211 0.208 0.207 0.206 0.196 0.207 0.199 0.208 0.201 0.194 0.206


3.
Below is a single C5H4BrClO2 molecule, with properties calculated with ωB97M-V/def2-TZVPD.

Cartesian coordinates (Å):
Br (2.451064, 1.303418, -0.044197)
Cl (0.789613, -2.277562, 1.622960)
O (-2.188808, 2.182575, 0.733365)
O (-0.235309, 2.035300, -0.436279)
C (0.613933, 0.928905, -0.751836)
C (0.608402, -1.683063, -0.036312)
C (-1.245336, 1.543710, 0.302474)
C (-0.012091, -0.288934, -0.081035)
C (-1.139294, 0.111269, 0.503846)
H (0.600104, 0.742106, -1.840724)
H (-0.014560, -2.387531, -0.584424)
H (1.579595, -1.714293, -0.489120)
H (-1.807314, -0.495901, 1.101282)

Atoms 1-3, force components in eV/Å:
-1.0 -0.3 -0.6
-0.1 0.0 0.2
1.6 0.1 -0.8

## Properties
orbital gap: 10.243 eV
charge: 0
energy above the lowest of the compared OMol25 structures with the same formula, charge and spin: 0.103 eV
HOMO: -10.685 eV
SMILES: O=C1C=C(CCl)[C@H](Br)O1

From a natural (NBO) analysis of the wavefunction, the atomic charges in e read: 0.012 -0.023 -0.542 -0.468 0.043 -0.420 0.733 0.003 -0.286 0.224 0.237 0.235 0.253


4.
Below is a single C5H8N2S molecule, with properties calculated with ωB97M-V/def2-TZVPD.

Cartesian coordinates (Å):
S (2.312260, -1.534992, -0.107570)
N (1.399616, -0.112845, -0.034993)
N (-0.752167, -1.208421, 0.060765)
C (-2.189026, -1.027981, -0.058794)
C (1.911165, 1.175482, -0.050153)
C (-0.352119, 1.281664, -0.018672)
C (0.864816, 2.049215, -0.033677)
C (0.008738, -0.048113, -0.029789)
H (0.938303, 3.115103, -0.030100)
H (-0.381957, -1.968346, -0.568372)
H (2.332058, -1.828816, 1.198228)
H (-2.485298, -0.495566, -0.972404)
H (2.965833, 1.307711, -0.100726)
H (-2.563935, -0.402377, 0.778274)
H (-2.655581, -1.990502, -0.015771)
H (-1.352707, 1.688778, -0.016249)

Atoms 1-3, force components in eV/Å:
-0.1 0.2 -0.2
-0.5 -0.3 0.0
0.6 -1.0 -1.0

## Properties
orbital gap: 8.137 eV
charge: 0
energy above the lowest of the compared OMol25 structures with the same formula, charge and spin: 1.169 eV
HOMO: -7.465 eV
SMILES: CNc1cccn1S

From a natural (NBO) analysis of the wavefunction, the atomic charges in e read: 0.212 -0.511 -0.615 -0.406 -0.086 -0.379 -0.274 0.321 0.222 0.385 0.108 0.178 0.216 0.200 0.206 0.225


5.
Below is a molecular structure, C28H28N3RuS4, with properties calculated with ωB97M-V/def2-TZVPD.

Cartesian coordinates (Å):
Ru (0.034247, -0.027083, -0.036152)
S (0.028047, -1.799083, -2.022952)
S (0.512247, 2.634917, 0.542048)
S (2.645147, 0.079817, -0.019252)
S (-2.013353, 0.835717, -1.172552)
N (0.080947, -0.241683, 2.266048)
N (1.007647, 1.159717, -2.292252)
N (-1.377653, -1.991083, 0.539948)
C (2.794447, 0.480717, -3.715752)
C (-1.515053, 1.579017, 2.766248)
C (-3.772553, -0.443483, -2.721352)
C (-0.387553, 0.684417, 3.128948)
C (3.484247, 1.647117, -3.437452)
C (-2.503253, -2.160483, 0.692348)
C (3.218947, 2.917517, 3.471348)
C (3.876747, 1.005817, 2.186048)
C (4.071247, 1.842317, 3.261648)
C (0.766147, -0.942183, -3.479152)
C (-2.219753, -2.662283, -3.222552)
C (2.905947, 2.575817, -2.587652)
C (-3.909553, -2.378483, 0.897848)
C (1.023947, -0.960783, 2.913148)
C (-1.699053, -1.617583, -2.472052)
C (1.545947, 0.283017, -3.135752)
C (1.718447, -2.089683, 2.262048)
C (1.003247, 3.270217, -1.117052)
C (1.987047, 2.314017, 1.492848)
C (-3.502853, -2.599983, -3.730752)
C (2.820147, 1.206117, 1.292148)
C (1.665847, 2.290117, -2.025552)
C (-2.484953, -0.497283, -2.168552)
C (0.292147, 0.581117, 4.360948)
C (2.188747, 3.150517, 2.581748)
C (-4.458853, -3.477483, -0.016752)
C (-4.271953, -1.466783, -3.494252)
C (1.188847, -0.460083, 4.223348)
H (4.888247, 1.659717, 3.941848)
H (-1.593153, -3.520283, -3.409652)
H (-5.498253, -3.674583, 0.236248)
H (3.211047, -0.269483, -4.370452)
H (-3.895253, -4.399183, 0.106848)
H (2.130047, -2.779583, 2.995248)
H (-4.434353, -1.437883, 0.704048)
H (-3.891753, -3.413683, -4.322552)
H (-2.349953, 1.444517, 3.452748)
H (1.407447, -1.674983, -3.965652)
H (-5.265153, -1.387183, -3.911252)
H (3.403047, 3.508517, -2.367252)
H (-1.210353, 2.624117, 2.810048)
H (1.873147, -0.833683, 4.961248)
H (-4.360653, 0.439617, -2.524952)
H (-0.072553, -0.692283, -4.127352)
H (4.530847, 0.166817, 2.012948)
H (-4.404653, -3.171183, -1.059152)
H (4.455847, 1.827117, -3.874252)
H (1.620147, 4.154217, -0.961352)
H (1.035147, -2.599683, 1.578148)
H (0.139647, 1.206517, 5.219048)
H (-1.847053, 1.350317, 1.749048)
H (-4.052253, -2.647083, 1.950048)
H (0.026947, 3.550617, -1.521352)
H (2.540447, -1.702683, 1.644648)
H (3.356547, 3.567017, 4.322548)
H (1.512847, 3.981817, 2.719548)

Atoms 1-3, force components in eV/Å:
0.9 1.6 1.3
-0.3 0.8 0.3
-0.1 -1.7 -0.5

## Properties
multiplicity: 2
orbital gap (spin up / spin down): 4.886 / 5.328 eV
charge: 0
energy above the lowest of the compared OMol25 structures with the same formula, charge and spin: 0.000 eV
HOMO (spin up / spin down): -5.947 / -5.945 eV

From a natural (NBO) analysis of the wavefunction, the atomic charges in e read: 0.725 0.344 0.407 -0.164 -0.114 -0.474 -0.447 -0.398 -0.243 -0.640 -0.228 0.074 -0.137 0.428 -0.232 -0.216 -0.174 -0.550 -0.227 -0.239 -0.526 0.096 -0.129 0.222 -0.649 -0.555 -0.148 -0.253 -0.197 0.233 -0.224 -0.327 -0.200 -0.588 -0.195 -0.318 0.213 0.221 0.219 0.220 0.216 0.212 0.264 0.218 0.211 0.234 0.218 0.222 0.204 0.205 0.223 0.255 0.222 0.226 0.222 0.236 0.212 0.205 0.214 0.257 0.257 0.224 0.215 0.216


6.
Below is a single C7H12O molecule, with properties calculated with ωB97M-V/def2-TZVPD.

Cartesian coordinates (Å):
O (-0.799113, 2.372893, -0.027809)
C (-0.986296, -0.360809, 0.546564)
C (-0.526875, 1.086999, 0.776883)
C (0.412031, -1.091951, 0.637875)
C (0.321025, 1.490848, -0.299100)
C (1.766950, 0.978759, -0.156419)
C (-2.161292, -0.443298, -0.633829)
C (1.549205, -0.695351, -0.354204)
H (0.610015, -1.199270, 1.550989)
H (2.719844, 1.334854, -0.764684)
H (-0.444238, 1.413858, 1.917181)
H (2.548671, -1.162301, -0.321856)
H (1.263364, -1.122006, -1.310048)
H (-1.638625, -0.628306, -1.472036)
H (0.256886, -2.045090, 0.029390)
H (0.327743, 0.561976, -1.114442)
H (-2.920906, 0.357582, -0.650750)
H (-1.393380, -0.878342, 1.388356)
H (2.279467, 1.223321, 0.798135)
H (-3.184482, -1.194361, -0.540188)

Atoms 1-3, force components in eV/Å:
1.4 -1.9 -0.1
-1.8 0.8 -0.3
-1.3 1.0 2.2

## Properties
orbital gap: 10.588 eV
charge: 0
energy above the lowest of the compared OMol25 structures with the same formula, charge and spin: 7.786 eV
HOMO: -9.611 eV
SMILES: C[C@H]1CCC[C@@H]2O[C@H]21

From a natural (NBO) analysis of the wavefunction, the atomic charges in e read: -0.465 -0.239 0.046 -0.383 0.010 -0.435 -0.609 -0.421 0.190 0.219 0.200 0.233 0.210 0.196 0.218 0.174 0.238 0.209 0.202 0.207


For reference, E_tot by record: -4396.6774 -234.5780 -3377.6029 -702.9871 -2935.6286 -348.8625 Ha.